This record from the OMol25 dataset describes a structure of composition C47H47N5P2STi. The level of theory is ωB97M-V/def2-TZVPD.

XYZ file:
```
103
Properties=species:S:1:pos:R:3:forces:R:3:mulliken_charge:R:1
Ti 0.029633 1.118439 0.078509 0.82 0.47 0.00 -0.4573
C 2.545123 0.542487 -2.140241 0.01 0.03 0.00 -0.9822
C 1.216360 0.489104 -2.831211 0.03 -0.03 0.03 0.7641
C 1.118373 0.157905 -4.178334 0.03 -0.03 0.04 -0.8853
C -0.124246 0.066107 -4.768332 -0.05 0.01 0.00 -0.8721
C -1.257494 0.292158 -3.998149 0.06 -0.05 -0.04 -0.7364
C -1.095000 0.632166 -2.674326 -0.07 0.02 -0.02 1.0839
N 0.128654 0.764338 -2.099798 -0.32 -0.29 -0.08 0.7546
C -2.241284 0.998830 -1.804849 -0.04 0.00 0.02 -0.2827
C -3.599039 0.981492 -2.098919 0.03 0.02 -0.01 -0.8517
C -4.464631 1.576040 -1.189533 -0.05 0.01 0.02 -0.9975
C -3.984079 2.258073 -0.072198 -0.02 -0.02 0.01 -0.7698
C -2.620428 2.232002 0.153891 -0.05 0.09 -0.15 -0.0974
N -1.835490 1.517158 -0.653431 -0.23 0.24 -0.17 0.7088
C -1.813003 3.114638 1.043529 -0.02 0.17 -0.21 1.0998
C -2.331046 3.954190 2.001611 -0.10 -0.06 0.05 -0.7869
C -1.492431 4.909115 2.569320 -0.04 0.00 0.01 -0.7477
C -0.184896 5.006033 2.143109 0.03 -0.02 -0.04 -0.8021
C 0.295376 4.095113 1.204462 0.02 -0.03 0.15 0.9959
C 1.729726 4.107207 0.777129 0.02 0.05 -0.01 -1.4476
N -0.500281 3.160933 0.686715 -0.31 0.05 0.20 0.6234
H 3.318888 0.079286 -2.748441 0.00 0.01 0.00 0.5257
H 2.849407 1.573159 -1.940911 -0.02 0.01 0.00 0.2805
H 2.503879 -0.005969 -1.195105 -0.02 -0.02 -0.03 -0.2189
H 2.019761 -0.035660 -4.742358 -0.01 0.00 0.00 0.5301
H -0.216267 -0.184038 -5.816910 0.01 -0.01 0.00 0.4974
H -2.245997 0.215334 -4.427577 0.01 0.01 -0.01 0.4403
H -3.978153 0.545620 -3.011816 0.01 0.01 0.00 0.4885
H -5.527901 1.573334 -1.389238 0.00 0.00 0.00 0.5048
H -4.656447 2.820402 0.560083 0.01 0.00 0.00 0.4535
H -3.372348 3.891382 2.286114 0.01 0.00 0.01 0.5193
H -1.876131 5.587312 3.319875 0.01 0.01 -0.01 0.4977
H 0.476379 5.766038 2.536582 -0.01 0.00 0.00 0.5299
H 2.015512 5.102263 0.435325 0.02 0.00 0.00 0.5397
H 2.386066 3.848450 1.609961 -0.02 0.00 0.01 0.2539
H 1.908762 3.412353 -0.045125 -0.01 -0.01 -0.01 0.1101
C 2.125870 0.667070 1.984613 -0.12 -0.12 -0.04 0.0031
C 2.856342 -0.664937 2.092290 0.14 0.06 0.04 -2.1089
P 1.940912 -2.024176 1.230908 0.00 0.06 -0.04 1.8062
C 1.636842 -3.172334 2.622089 -0.05 -0.01 0.06 0.0023
C 0.334412 -3.532932 2.953953 0.00 0.03 -0.01 0.2482
C 0.082007 -4.345551 4.054085 -0.01 0.00 0.00 -1.1166
C 1.133431 -4.804427 4.830630 0.00 0.00 0.01 -0.6274
C 2.440948 -4.458695 4.503166 -0.01 0.00 0.00 -0.9379
C 2.689734 -3.651259 3.406739 0.02 0.02 -0.03 -0.2968
C 3.254111 -2.890256 0.305563 -0.01 -0.06 -0.05 0.5830
C 3.159995 -4.272716 0.141858 -0.01 -0.01 0.00 -0.5889
C 4.066140 -4.954954 -0.654374 0.02 0.01 -0.01 -0.7295
C 5.078764 -4.267468 -1.308854 -0.02 -0.01 0.00 -0.5528
C 5.173786 -2.891714 -1.166473 0.00 0.01 0.00 -0.9522
C 4.263968 -2.208671 -0.371301 0.01 0.02 0.00 -0.4757
P 0.590447 1.125835 2.943402 -0.03 -0.21 0.09 1.3470
C -0.783304 -0.091461 2.687471 -0.08 0.03 -0.12 1.0829
C -1.682801 -0.228788 3.751050 -0.01 0.04 0.05 -1.2097
C -2.901876 -0.868892 3.590178 0.00 0.00 0.01 -1.1096
C -3.290818 -1.365575 2.351702 0.01 0.02 -0.04 -1.1751
C -2.427364 -1.235011 1.277822 -0.08 -0.01 0.05 -0.1546
C -1.200236 -0.609878 1.452704 0.29 -0.08 0.05 1.0064
C 1.059934 0.854654 4.667750 0.08 -0.12 0.06 0.1945
C 1.248548 -0.424634 5.200976 -0.02 0.00 0.00 0.2582
C 1.606901 -0.573508 6.529306 0.01 0.04 0.01 -0.9493
C 1.773038 0.547916 7.336091 0.01 -0.04 0.00 -0.6712
C 1.577395 1.817447 6.816720 0.02 0.02 -0.01 -0.6800
C 1.219707 1.971709 5.483663 0.05 0.02 -0.02 -0.8445
H 1.967959 0.878828 0.902617 0.26 0.01 0.00 -0.4294
H 2.799397 1.479808 2.278206 -0.07 0.07 0.05 0.8124
H 3.045700 -0.908727 3.137775 -0.05 -0.02 0.02 0.6728
H 3.834338 -0.547873 1.621947 0.03 -0.02 0.04 0.7222
H -0.492689 -3.175009 2.354548 -0.04 0.06 -0.02 0.3181
H -0.935635 -4.619209 4.302495 0.00 0.01 0.00 0.4961
H 0.940279 -5.438305 5.686236 0.00 0.00 0.00 0.4395
H 3.265316 -4.826039 5.100442 0.00 0.00 0.00 0.4628
H 3.712342 -3.397261 3.150162 0.00 0.00 0.00 0.5098
H 2.379642 -4.826777 0.650002 0.00 0.01 0.00 0.3366
H 3.985370 -6.028944 -0.759250 0.00 0.00 0.00 0.4380
H 5.790387 -4.802151 -1.923583 0.00 0.01 0.00 0.4265
H 5.962002 -2.346808 -1.669749 0.00 0.00 0.00 0.4478
H 4.365779 -1.132239 -0.285553 0.00 -0.02 0.03 0.2661
H -1.421599 0.161290 4.726185 -0.01 0.01 0.00 0.5910
H -3.555266 -0.980299 4.445951 0.00 0.01 0.00 0.4888
H -4.248242 -1.855614 2.234714 0.01 -0.01 0.00 0.5291
H -2.668527 -1.638919 0.301264 0.00 -0.02 0.01 0.5450
H -0.514831 -0.757830 0.609201 0.03 -0.36 0.09 -0.9729
H 1.087437 -1.306655 4.591279 0.02 -0.01 -0.04 0.3079
H 1.753191 -1.564780 6.937773 0.00 0.00 0.00 0.5195
H 2.050564 0.426353 8.374818 0.00 0.01 0.00 0.4141
H 1.699439 2.687659 7.447516 0.00 0.00 0.00 0.4389
H 1.065051 2.963742 5.075369 -0.03 0.00 0.01 0.4463
C -1.586013 -4.781386 0.076137 -0.01 0.01 -0.04 -0.4785
N -2.045258 -4.455402 -1.252507 -0.01 -0.02 0.00 0.2475
C -3.191620 -5.130890 -1.852855 0.02 -0.01 -0.02 -0.6448
C -3.186965 -4.591232 -3.290489 0.00 0.01 0.00 -0.6098
N -2.307381 -3.427374 -3.168199 -0.04 0.04 0.01 -0.1205
C -1.565787 -3.480004 -2.032109 0.11 0.00 0.04 -0.2821
S -0.253168 -2.481810 -1.697204 -0.15 -0.05 0.03 0.0191
H -2.351460 -4.543630 0.820055 0.00 0.00 0.01 0.3101
H -0.688104 -4.203101 0.279332 0.00 -0.02 -0.01 -0.2721
H -1.355663 -5.845596 0.138667 0.00 0.00 0.01 0.4107
H -4.109131 -4.878251 -1.314936 0.00 0.03 0.00 0.3200
H -3.058955 -6.211603 -1.811706 -0.03 0.00 0.01 0.3389
H -4.179943 -4.299864 -3.624163 0.00 -0.02 -0.01 0.3174
H -2.780264 -5.319809 -3.993099 0.02 0.00 0.01 0.3247
H -1.885733 -2.994576 -3.972129 -0.01 -0.01 -0.01 0.2747
```
Positions in Å, forces in eV/Å.

Summary:
* HOMO-LUMO gap (alpha / beta): 6.81 / 6.50 eV
* net charge: +2
* multiplicity: 3
* strongest force on any atom: 0.018 Eh/bohr
* energy relative to the best compared isomer or geometry (same formula, charge and spin): 53.9 kcal per mole
* ⟨S²⟩: 2.006
* LUMO level (alpha / beta): -0.1982 / -0.2119 hartree
* E_HOMO (alpha / beta): -12.20 / -12.26 eV